[1]
Density functional theory data (ωB97M-V/def2-TZVPD) for a molecular structure, C13H27N2O4PPdS3.

Structure (ORCA input):
```
! RIJCOSX wB97M-V def2-TZVPD def2/J DEFGRID3
* xyz 2 5
Pd 0.354 0.171 -0.327
N 1.087 -0.868 -2.228
C 1.767 0.088 -3.116
C 2.478 1.166 -2.302
O 3.567 1.579 -2.610
N 1.770 1.592 -1.175
C 2.512 2.234 -0.219
C 3.026 0.927 0.963
O 4.029 1.249 1.508
O 2.182 0.020 0.947
H 0.376 -1.391 -2.724
H 1.748 -1.535 -1.846
H 2.517 -0.380 -3.752
H 1.030 0.572 -3.759
H 3.450 2.668 -0.551
H 1.950 2.864 0.470
C -2.142 2.527 -1.960
C -2.945 1.224 -1.825
S -2.030 -0.175 -1.077
C -2.766 -0.283 0.583
C -2.501 0.908 1.479
S -0.716 1.190 1.773
C -0.668 3.009 1.687
C -0.666 3.561 0.257
S -2.303 3.601 -0.510
H -2.548 3.118 -2.786
H -1.084 2.341 -2.142
H -3.207 0.878 -2.824
H -3.875 1.367 -1.275
H -2.327 -1.190 0.989
H -3.838 -0.440 0.460
H -2.960 0.738 2.453
H -2.924 1.829 1.062
H 0.264 3.294 2.174
H -1.486 3.402 2.291
H -0.004 2.990 -0.394
H -0.344 4.610 0.280
C 2.049 -3.547 0.717
P 0.355 -3.116 1.156
C 0.326 -2.798 2.931
C -0.708 -4.534 0.823
O -0.146 -1.915 0.367
H 2.415 -4.342 1.368
H 2.677 -2.664 0.845
H 2.089 -3.891 -0.316
H 0.814 -3.609 3.473
H -0.706 -2.718 3.274
H 0.856 -1.866 3.131
H -0.391 -5.399 1.406
H -0.669 -4.777 -0.238
H -1.734 -4.279 1.088
*
```

Values from the calculation:
HOMO-LUMO gap (spin up / spin down) (eV): 8.29 / 4.61
Energy relative to the best compared isomer or geometry (same formula, charge and spin) (kcal/mol): 2.0
Strongest force on any atom (eV/A): 0.7
HOMO energy (spin up / spin down) (eV): -14.05 / -15.45
Expectation value of S²: 6.018

Results of the natural (NBO) charge analysis, in e, for atoms 1 through 6: atom 1 (Pd): 1.0398, atom 2 (N): -0.8060, atom 3 (C): -0.3279, atom 4 (C): 0.6309, atom 5 (O): -0.5011, atom 6 (N): -0.6449

[2]
Density functional theory data (ωB97M-V/def2-TZVPD) for a molecular structure, C13H27N3NaO3Ta in a non-equilibrium geometry.

Structure (ORCA input):
```
! RIJCOSX wB97M-V def2-TZVPD def2/J DEFGRID3
* xyz 2 1
N -1.695 -0.106 0.965
C -2.736 -0.671 1.215
O -3.734 -1.259 1.442
Na -0.849 2.805 1.853
Ta 0.355 0.077 0.786
N 0.179 1.824 -0.044
N 0.788 -1.393 -0.362
C -0.456 2.631 -1.099
C 0.165 -2.383 -1.226
C -0.149 4.117 -0.882
C 0.102 2.176 -2.439
C -1.959 2.385 -1.057
C -0.472 -3.416 -0.305
C 1.181 -3.051 -2.152
C -0.922 -1.695 -2.038
H -0.467 4.496 0.107
H -0.698 4.694 -1.638
H 0.921 4.324 -1.017
H 1.185 2.339 -2.496
H -0.386 2.747 -3.242
H -0.097 1.111 -2.613
H -2.210 1.319 -1.154
H -2.412 2.920 -1.906
H -2.437 2.769 -0.137
H 0.287 -3.905 0.318
H -0.996 -4.165 -0.911
H -1.203 -2.935 0.358
H 1.893 -3.676 -1.603
H 1.736 -2.308 -2.733
H 0.634 -3.694 -2.852
H -1.396 -2.457 -2.676
H -0.492 -0.906 -2.672
H -1.689 -1.258 -1.382
C 1.606 2.137 0.326
H 2.044 1.323 0.985
H 2.241 2.245 -0.567
H 1.676 3.075 0.909
C 2.099 -1.724 0.268
H 2.284 -1.063 1.159
H 2.127 -2.771 0.616
H 2.923 -1.571 -0.448
C 0.201 -1.277 4.875
O 0.350 -1.070 3.455
C 0.220 0.148 2.927
O -0.270 1.163 3.477
H -0.537 -0.612 5.315
H 1.176 -1.149 5.339
H -0.116 -2.311 4.959
*
```

Values from the calculation:
HOMO-LUMO gap (eV): 7.63
Strongest force on any atom (eV/A): 5.3
HOMO energy (eV): -16.24

Results of the natural (NBO) charge analysis, in e, for atoms 1 through 6: atom 1 (N): -0.9005, atom 2 (C): 0.9110, atom 3 (O): -0.4037, atom 4 (Na): 0.9611, atom 5 (Ta): 2.0738, atom 6 (N): -0.7555

[3]
Density functional theory data (ωB97M-V/def2-TZVPD) for a molecular structure, C13H27N6SSbSe4Ti in a non-equilibrium geometry.

Structure (ORCA input):
```
! RIJCOSX wB97M-V def2-TZVPD def2/J DEFGRID3
* xyz 0 3
Ti 0.472 -0.487 -1.289
C 2.532 -3.547 1.145
C 1.761 -2.367 0.707
N 1.195 -2.323 -0.501
N 1.049 -3.496 -1.235
C 0.276 -4.516 -0.924
N 0.306 -5.578 -1.823
S -0.783 -4.496 0.408
C 1.868 -1.100 1.369
C 2.382 -1.014 2.656
C 2.460 0.292 3.189
C 1.949 1.396 2.515
C 1.452 1.144 1.247
N 1.360 -0.065 0.661
H 1.970 -4.286 1.734
H 2.989 -4.036 0.264
H 3.358 -3.142 1.767
H 1.366 -3.440 -2.195
H 0.734 -5.445 -2.710
H -0.584 -6.087 -1.835
H 2.809 -1.867 3.229
H 2.863 0.423 4.185
H 1.879 2.424 2.861
H 1.060 1.976 0.776
N -1.139 -1.497 -2.314
C -2.488 -1.016 -1.790
C -2.400 -1.177 -0.277
N -1.248 -0.390 0.166
H -1.004 -1.253 -3.252
H -1.020 -2.493 -2.355
H -3.370 -1.538 -2.155
H -2.467 0.058 -1.991
H -2.260 -2.193 0.026
H -3.390 -0.879 0.136
H -0.883 -0.741 1.048
H -1.502 0.595 0.214
Se 0.887 -2.653 -4.645
Se 1.610 -0.697 -3.661
Se 0.189 1.081 -4.350
Se 0.274 1.898 -2.155
C -1.715 4.572 2.464
Sb -1.484 3.551 0.608
C -2.576 5.094 -0.362
C 0.432 4.481 0.374
H -1.525 5.634 2.321
H -0.957 4.302 3.197
H -2.705 4.533 2.845
H -2.536 5.912 0.352
H -3.597 4.840 -0.552
H -2.069 5.395 -1.250
H 0.185 5.534 0.601
H 0.914 4.446 -0.587
H 1.121 4.239 1.143
*
```

Values from the calculation:
HOMO-LUMO gap (spin up / spin down) (eV): 6.12 / 6.37
Energy relative to the best compared isomer or geometry (same formula, charge and spin) (kcal/mol): 2.5
Strongest force on any atom (eV/A): 2.8
HOMO energy (spin up / spin down) (eV): -6.44 / -7.16
Expectation value of S²: 2.017

Results of the natural (NBO) charge analysis, in e, for atoms 1 through 6: atom 1 (Ti): 1.2372, atom 2 (C): -0.6784, atom 3 (C): 0.2377, atom 4 (N): -0.4870, atom 5 (N): -0.4708, atom 6 (C): 0.3036

[4]
Density functional theory data (ωB97M-V/def2-TZVPD) for a molecular structure, C13H27O9Zn in a non-equilibrium geometry.

Structure (ORCA input):
```
! RIJCOSX wB97M-V def2-TZVPD def2/J DEFGRID3
* xyz 1 1
Zn -3.398 -1.713 0.476
C -0.542 -2.771 1.677
O -1.605 -2.238 0.915
H -0.043 -3.424 0.955
H 0.143 -2.009 2.054
H -0.941 -3.385 2.487
C -0.869 -3.085 -2.463
O -1.144 -1.737 -2.915
C -2.136 -1.099 -2.374
O -2.848 -1.537 -1.482
O -2.315 0.037 -3.004
C -3.435 0.850 -2.662
H -0.916 -3.112 -1.377
H 0.089 -3.370 -2.886
H -1.603 -3.744 -2.926
H -4.311 0.612 -3.266
H -3.126 1.852 -2.955
H -3.743 0.894 -1.619
C 3.524 2.343 0.642
O 2.832 1.790 1.757
C 2.425 2.667 2.696
O 2.832 3.777 2.828
O 1.544 2.102 3.528
C 1.275 0.705 3.483
H 3.410 1.727 -0.252
H 4.585 2.368 0.878
H 3.104 3.294 0.319
H 0.815 0.475 2.516
H 0.465 0.433 4.158
H 2.175 0.137 3.692
C 2.638 -0.601 -3.030
C 2.709 -1.487 -1.811
O 3.259 -2.560 -1.874
C 1.814 -1.155 -0.637
H 1.580 -0.432 -3.245
H 3.178 -1.045 -3.859
H 3.068 0.368 -2.757
H 0.779 -1.377 -0.905
H 1.936 -0.111 -0.345
H 2.044 -1.804 0.205
C -2.220 1.822 2.602
C -2.228 1.216 1.238
O -2.974 0.286 0.965
C -1.487 1.921 0.156
H -1.988 2.883 2.580
H -1.382 1.345 3.124
H -3.141 1.583 3.125
H -0.744 2.622 0.537
H -2.098 2.532 -0.510
H -0.984 1.154 -0.441
*
```

Values from the calculation:
HOMO-LUMO gap (eV): 6.38
Strongest force on any atom (eV/A): 3.3
HOMO energy (eV): -11.87

Results of the natural (NBO) charge analysis, in e, for atoms 1 through 6: atom 1 (Zn): 1.7412, atom 2 (C): -0.2267, atom 3 (O): -1.0737, atom 4 (H): 0.1681, atom 5 (H): 0.1585, atom 6 (H): 0.1749